Record 1
DFT (ωB97M-V with the def2-TZVPD basis set) results for C27H16BrCuF6N4O2 as an isolated structure at a distorted geometry.

Properties
E_tot: -6221.53818 hartree
HOMO-LUMO gap: 5.25 eV
largest force on an atom: 10.5 eV/Å
net charge: -2
energy relative to the best compared isomer or geometry (same formula, charge and spin): 3.5131 eV

Element x y z (Å)
Br -3.208 -0.558 -2.334
Cu 0.241 -0.652 -0.576
F 4.505 -3.819 -1.477
F 0.427 1.281 -1.076
F 1.546 -3.218 -5.109
F -0.083 -1.762 -3.568
F 3.871 -4.232 -4.099
F 2.859 -2.428 0.118
O -1.408 -0.875 0.656
O 2.043 3.694 -0.523
N 0.877 -0.074 1.724
N -1.115 4.054 4.082
N -2.027 -2.967 -1.789
N -1.805 3.045 4.382
C -0.301 1.416 3.221
C -2.693 1.098 3.383
C -0.072 3.242 0.576
C 0.872 4.603 2.798
C 2.021 0.394 2.159
C -1.788 -4.266 -1.938
C -0.357 3.959 2.867
C 2.474 -2.561 -1.185
C 3.036 -3.517 -3.301
C -3.700 -3.112 -3.492
C -2.945 -2.421 -2.547
C -2.475 -5.062 -2.836
C 1.654 4.526 1.655
C 1.858 -2.988 -3.806
C 1.197 3.812 0.548
C 1.667 2.723 -1.496
C -2.692 0.110 2.418
C -3.453 -4.463 -3.626
C 2.100 1.357 3.176
C 1.295 -1.989 -1.632
C 3.350 -3.298 -1.968
C -1.496 -0.181 1.690
C 0.942 1.860 3.710
C -1.570 1.862 3.700
C -0.832 3.325 1.721
C 1.039 -2.244 -2.968
C -0.260 0.418 2.240
H 1.453 1.751 -1.042
H -4.431 -2.595 -4.095
H -1.793 2.830 1.734
H 2.512 2.636 -2.178
H -3.603 -0.383 2.107
H 3.067 1.690 3.535
H 2.915 -0.012 1.699
H 0.978 2.588 4.513
H -4.013 -5.047 -4.347
H 0.787 3.045 -2.058
H -3.627 1.409 3.840
H -1.002 -4.667 -1.313
H 1.234 5.123 3.677
H -2.250 -6.114 -2.918
H -0.456 2.676 -0.257
H 2.636 4.978 1.618

Here are the Löwdin charges for atoms 1 to 8, given in e: atom 1 (Br): 0.77, atom 2 (Cu): 0.32, atom 3 (F): 0.06, atom 4 (F): -0.37, atom 5 (F): 0.06, atom 6 (F): 0.03, atom 7 (F): 0.06, atom 8 (F): 0.03

Record 2
DFT (ωB97M-V with the def2-TZVPD basis set) results for C27H17BrI2N3O5RhS as an isolated structure.

Properties
expectation value of S²: 6.079
E_tot: -5257.64376 hartree
HOMO-LUMO gap (spin up / spin down): 3.93 / 5.17 eV
largest force on an atom: 0.4 eV/Å
multiplicity: 5
energy relative to the best compared isomer or geometry (same formula, charge and spin): 0.0000 eV

Element x y z (Å)
I 4.932 0.957 -0.298
I 4.518 -0.597 5.421
Rh -0.500 0.284 -0.025
Br -2.914 0.338 0.320
S -1.950 -3.478 -3.058
O -1.036 0.477 -6.032
O 1.799 0.508 0.016
O -3.321 -3.169 -3.333
O -0.419 -1.856 0.070
O -1.092 -3.738 -4.179
N -0.028 -0.198 -2.108
N 0.232 -0.131 2.065
N -1.268 -2.194 -2.128
C -1.222 -0.801 -4.092
C 2.129 -0.345 3.522
C 1.546 -0.063 2.281
C -1.030 3.009 -1.103
C -0.030 2.991 1.068
C 0.274 1.084 -4.107
C 1.260 -0.728 4.556
C -2.098 -5.954 -1.815
C -0.529 2.286 -0.023
C 0.004 4.382 1.067
C -0.470 5.090 -0.026
C 0.524 0.822 -2.789
C -1.020 -4.780 0.521
C -0.577 -0.504 3.040
C -0.834 -1.054 -2.774
C 3.771 0.418 1.306
C -1.753 -4.619 -1.776
C 3.558 -0.222 3.632
C -1.895 -6.714 -0.672
C 2.347 0.313 1.105
C -0.089 -0.812 4.311
C -0.908 -2.631 -0.807
C -1.202 -3.991 -0.640
C -1.362 -6.109 0.484
C -0.994 4.396 -1.109
C -0.658 0.266 -4.756
C 4.330 0.153 2.543
H 1.185 1.453 -2.210
H -1.631 -0.553 2.790
H -0.581 1.248 -6.388
H -0.446 6.172 -0.030
H 1.656 -0.958 5.535
H 0.397 4.909 1.927
H -2.148 -7.765 -0.665
H -0.614 -4.326 1.415
H -1.221 -6.714 1.372
H -0.779 -1.111 5.087
H 5.402 0.237 2.663
H 0.334 2.467 1.944
H -1.392 4.937 -1.959
H -2.515 -6.391 -2.713
H -1.483 2.490 -1.940
H -1.930 -1.428 -4.610
H 0.750 1.917 -4.607

Here are the Löwdin charges for atoms 1 to 8, given in e: atom 1 (I): 1.03, atom 2 (I): 1.02, atom 3 (Rh): 0.91, atom 4 (Br): 0.11, atom 5 (S): 0.73, atom 6 (O): 0.10, atom 7 (O): -0.04, atom 8 (O): -0.26

Record 3
DFT (ωB97M-V with the def2-TZVPD basis set) results for C27H17F12N2O2PdS as an isolated structure.

Properties
E_tot: -3023.70384 hartree
HOMO-LUMO gap: 6.76 eV
largest force on an atom: 0.5 eV/Å
net charge: -1
energy relative to the best compared isomer or geometry (same formula, charge and spin): 0.0000 eV

Element x y z (Å)
Pd -0.081 -1.046 -1.621
S -0.126 4.371 -1.558
F 4.536 -2.071 0.671
F -5.307 -0.827 -0.683
F 1.299 -3.935 -1.062
F 2.614 -3.071 -2.526
F 4.496 -1.210 -1.296
F 3.438 -4.010 -0.767
F -3.997 -0.703 -3.403
F 3.710 -0.105 0.391
F -3.898 -1.957 0.516
F -4.229 1.160 -2.355
F -4.361 -2.587 -1.489
F -2.303 0.613 -3.141
O 1.880 -0.901 -1.342
O -1.994 -1.528 -1.628
N 0.234 1.887 -2.181
N -0.241 -0.546 0.233
C 1.495 3.852 -1.880
C -4.137 -1.514 -0.727
C -3.257 2.185 1.343
C 1.566 -2.048 0.858
C 2.081 -2.939 1.795
C 3.862 2.545 -2.401
C -2.947 -0.651 -1.241
C 0.326 -1.415 1.134
C 1.488 2.483 -2.183
C -0.666 2.747 -1.870
C -1.061 1.240 1.556
C 2.343 -1.842 -0.471
C 2.680 4.584 -1.848
C 2.690 1.818 -2.436
C 3.858 3.916 -2.115
C -0.291 -1.689 2.367
C 2.429 -3.224 -1.208
C -2.561 0.331 -0.103
C -4.301 3.194 1.737
C 3.781 -1.322 -0.158
C -1.311 0.290 0.548
C -2.006 2.156 1.955
C 0.275 -2.550 3.284
C -3.390 0.115 -2.529
C -3.499 1.274 0.330
C 1.470 -3.205 3.013
C 2.059 -4.201 3.974
H 4.795 4.459 -2.091
H -0.243 -2.736 4.219
H -1.715 2.504 -1.779
H 1.941 -3.873 5.009
H -1.768 2.867 2.739
H -5.305 2.780 1.637
H 2.680 5.640 -1.612
H -4.251 4.086 1.107
H 4.804 2.041 -2.579
H -4.169 3.515 2.771
H 3.124 -4.343 3.788
H -4.472 1.292 -0.140
H -0.080 1.225 2.013
H 2.682 0.750 -2.601
H -1.244 -1.230 2.589
H 1.577 -5.179 3.885
H 2.998 -3.463 1.567

Here are the Löwdin charges for atoms 1 to 8, given in e: atom 1 (Pd): 1.05, atom 2 (S): 1.03, atom 3 (F): 0.13, atom 4 (F): 0.13, atom 5 (F): 0.14, atom 6 (F): 0.14, atom 7 (F): 0.14, atom 8 (F): 0.13

Record 4
DFT (ωB97M-V with the def2-TZVPD basis set) results for C27H18Br2Cl3FeN4O2 as an isolated structure at a distorted geometry.

Properties
expectation value of S²: 6.012
E_tot: -9201.42281 hartree
HOMO-LUMO gap (spin up / spin down): 6.83 / 6.71 eV
largest force on an atom: 1.7 eV/Å
multiplicity: 5
net charge: +1
energy relative to the best compared isomer or geometry (same formula, charge and spin): 0.1718 eV

Element x y z (Å)
Br -3.942 0.977 -3.277
Br -5.879 1.507 -0.687
Fe -3.452 1.831 -0.833
Cl -3.804 8.042 2.737
Cl -4.053 6.314 -2.365
Cl -3.181 2.794 1.598
O 7.347 -5.080 0.881
O -3.630 3.671 -1.167
N 2.603 -0.934 -0.253
N -2.855 -0.099 -0.244
N -1.279 1.968 -1.009
N 1.343 -2.616 0.450
C -0.553 2.985 -1.424
C -3.153 -2.302 0.635
C 5.065 -2.406 0.124
C -1.800 -2.519 0.636
C 4.929 -5.029 1.020
C 1.289 -0.569 -0.300
C -0.940 -1.502 0.192
C -3.481 4.444 1.084
C -0.665 0.812 -0.665
C 0.479 -1.595 0.133
C -3.655 4.655 -0.291
C 6.219 -3.130 0.294
C 6.166 -4.452 0.745
C 0.727 0.680 -0.713
C 3.770 -4.289 0.847
C -3.642 -1.080 0.174
C 3.816 -2.974 0.400
C 1.487 1.777 -1.147
C -3.856 5.988 -0.680
C 2.614 -2.169 0.198
C 7.351 -6.428 1.330
C -3.902 7.019 0.239
C 0.844 2.931 -1.510
C -3.741 6.750 1.588
C -3.523 5.458 2.022
C -5.735 0.898 -2.614
C -1.510 -0.284 -0.228
H 2.824 -4.772 1.068
H 7.190 -2.702 0.085
H -3.848 -3.054 0.979
H 4.860 -6.050 1.368
H 1.098 -3.523 0.804
H 1.391 3.797 -1.853
H 6.807 -7.075 0.638
H 2.565 1.684 -1.182
H 8.393 -6.726 1.361
H -3.388 5.241 3.072
H -6.089 -0.121 -2.557
H 5.100 -1.384 -0.227
H -1.396 -3.465 0.974
H -6.376 1.597 -3.132
H 6.918 -6.512 2.329
H -4.062 8.033 -0.103
H -4.707 -0.897 0.151
H -1.099 3.882 -1.696

Here are the Löwdin charges for atoms 1 to 8, given in e: atom 1 (Br): 0.82, atom 2 (Br): 0.79, atom 3 (Fe): 0.23, atom 4 (Cl): 0.69, atom 5 (Cl): 0.72, atom 6 (Cl): 0.77, atom 7 (O): -0.06, atom 8 (O): -0.31

Record 5
DFT (ωB97M-V with the def2-TZVPD basis set) results for C27H18BrMoN7O2S2 as an isolated structure at a distorted geometry.

Properties
expectation value of S²: 2.019
E_tot: -5011.70771 hartree
HOMO-LUMO gap (spin up / spin down): 6.80 / 6.60 eV
largest force on an atom: 1.8 eV/Å
multiplicity: 3
net charge: +2

Element x y z (Å)
Mo 0.764 -0.146 -0.419
Br -0.444 -1.150 -3.826
S -2.365 -3.193 -1.039
S 0.671 -2.698 -0.624
O 0.440 3.937 -0.180
O 1.021 1.791 0.096
N -1.183 -0.936 -0.661
N 2.392 -0.502 0.774
N 0.040 -0.404 1.660
N 2.285 -0.813 2.093
N -1.470 -0.462 3.425
N -0.129 1.040 -2.106
N 2.558 0.063 -1.758
C -0.967 -2.243 -0.741
C -3.098 0.665 -0.775
C -0.777 3.292 -2.661
C -2.523 -0.603 -0.832
C 0.459 2.793 -0.534
C 3.849 0.376 -3.751
C 1.074 -0.755 2.536
C 1.772 -1.446 4.829
C 5.038 0.182 -3.066
C -1.260 1.515 -4.170
C -1.164 -0.248 2.160
C -0.531 -0.886 4.366
C -0.650 0.649 -3.282
C 0.108 -1.543 6.565
C -0.877 -1.138 5.686
C 4.967 -0.067 -1.707
C 2.647 0.306 -3.068
C 0.788 -1.039 3.924
C 3.591 -0.391 0.313
C -4.466 0.778 -0.952
C -4.700 -1.610 -1.231
C -3.329 -1.727 -1.055
C -1.334 2.862 -3.853
C -0.190 2.361 -1.831
C 1.429 -1.695 6.139
C -5.260 -0.346 -1.181
C 3.726 -0.115 -1.090
H -2.420 -0.309 3.733
H -0.150 -1.744 7.595
H 2.787 -1.559 4.476
H -2.490 1.544 -0.596
H -1.902 -1.016 6.015
H -5.309 -2.488 -1.402
H -1.657 1.128 -5.097
H 5.854 -0.229 -1.110
H 5.990 0.226 -3.577
H -4.931 1.754 -0.908
H 3.842 0.583 -4.812
H -1.798 3.558 -4.539
H 4.438 -0.527 0.973
H 2.190 -2.006 6.841
H 1.732 0.458 -3.615
H -6.326 -0.228 -1.319
H -0.778 4.326 -2.345
H -1.969 0.072 1.512

Here are the Löwdin charges for atoms 1 to 8, given in e: atom 1 (Mo): 1.63, atom 2 (Br): 0.92, atom 3 (S): 1.12, atom 4 (S): 0.63, atom 5 (O): 0.16, atom 6 (O): -0.18, atom 7 (N): -0.24, atom 8 (N): -0.18

Record 6
DFT (ωB97M-V with the def2-TZVPD basis set) results for C27H18BrN4O3PPd as an isolated structure at a distorted geometry.

Properties
E_tot: -4527.57122 hartree
HOMO-LUMO gap (spin up / spin down): 6.14 / 6.08 eV
largest force on an atom: 2.7 eV/Å
energy relative to the best compared isomer or geometry (same formula, charge and spin): 0.1930 eV

Element x y z (Å)
Pd 0.445 -0.927 0.286
Br 3.759 -1.044 0.579
P 0.372 -0.556 -1.999
O -0.784 3.061 1.227
O -0.718 0.973 0.456
O 0.655 -2.014 2.095
N -2.470 -3.671 1.767
N 1.792 0.717 1.158
N -0.023 -4.764 -1.623
N 0.786 -2.665 0.993
C 1.716 2.491 2.712
C -0.269 1.972 1.077
C 2.869 -2.157 -5.502
C -0.245 -3.416 0.532
C 2.165 -3.019 -4.676
C -1.623 -1.391 -3.815
C 2.992 0.380 1.585
C 3.635 1.033 2.618
C -2.894 -1.844 -4.117
C 1.429 -1.149 -3.357
C -1.275 -1.145 -2.489
C 1.456 -2.521 -3.600
C 2.866 -0.796 -5.248
C 2.967 2.115 3.181
C -0.683 3.318 -2.824
C -2.206 -1.367 -1.475
C -0.102 -4.148 -0.653
C 1.142 1.734 1.699
C -3.814 -2.070 -3.106
C 0.457 3.996 -2.429
C -3.471 -1.834 -1.783
C 2.151 -0.288 -4.178
C 0.351 1.239 -2.238
C 1.545 3.302 -1.920
C -1.465 -3.557 1.220
C -0.744 1.938 -2.728
C 1.490 1.927 -1.821
H 2.166 -4.080 -4.871
H 0.908 -3.197 -2.960
H -3.164 -2.032 -5.146
H -1.955 -1.139 -0.433
H 3.415 -0.122 -5.890
H 3.418 -2.544 -6.346
H -0.906 -1.219 -4.604
H 3.430 2.657 3.990
H -1.536 3.867 -3.198
H 2.147 0.777 -3.994
H 1.179 3.334 3.119
H 2.328 1.368 -1.417
H 0.495 5.072 -2.503
H 2.426 3.835 -1.594
H 4.607 0.714 2.958
H -1.641 1.407 -3.018
H -4.187 -2.004 -0.992
H -4.805 -2.419 -3.350

Here are the Löwdin charges for atoms 1 to 8, given in e: atom 1 (Pd): 0.85, atom 2 (Br): 0.75, atom 3 (P): 1.07, atom 4 (O): 0.06, atom 5 (O): -0.12, atom 6 (O): -0.18, atom 7 (N): 0.21, atom 8 (N): -0.03

Record 7
DFT (ωB97M-V with the def2-TZVPD basis set) results for a 16-piece molecular cluster, C27H18Cl60N overall at a distorted geometry.

Properties
E_tot: -28705.26253 hartree
HOMO-LUMO gap: 8.84 eV
largest force on an atom: 4.4 eV/Å
net charge: +1

Element x y z (Å)
Cl 2.328 -11.284 -8.619
Cl -2.074 8.707 3.490
Cl -0.341 -10.181 -8.350
Cl 4.783 -1.912 -3.480
Cl 7.353 -1.916 1.858
Cl 6.872 -5.888 0.033
Cl 2.407 -0.672 -4.586
Cl -3.065 0.202 -3.169
Cl 0.114 8.149 1.667
Cl -0.317 -0.582 -2.687
Cl 1.952 -3.672 5.479
Cl 0.350 -5.491 -0.360
Cl 5.578 -8.455 0.423
Cl 5.223 -3.038 0.234
Cl 5.676 -0.172 0.253
Cl -7.361 9.269 -5.830
Cl -3.265 -2.299 7.721
Cl -1.234 0.143 5.340
Cl -2.483 -2.354 -1.925
Cl -5.490 -0.910 -5.616
Cl 2.138 -1.302 9.292
Cl -4.942 8.136 -4.697
Cl 2.696 -6.410 4.890
Cl -5.507 4.869 -4.970
Cl 1.907 -4.124 9.928
Cl -7.533 7.441 -3.584
Cl -7.243 -2.580 -7.213
Cl 1.281 0.332 6.769
Cl -7.271 3.210 -6.568
Cl -0.565 10.892 2.325
Cl 1.887 -8.443 -9.009
Cl 4.068 -4.956 6.993
Cl -6.938 -3.096 -4.374
Cl -0.354 2.699 6.397
Cl 0.364 -4.267 -4.882
Cl 5.608 -7.231 -2.207
Cl 1.023 1.514 4.133
Cl -2.348 9.316 0.667
Cl 0.109 -6.704 2.262
Cl -4.748 -3.656 -6.193
Cl -0.060 -2.243 10.938
Cl 7.586 -1.938 -1.033
Cl 0.107 -6.392 -6.838
Cl -3.527 -3.509 10.345
Cl 3.978 -6.092 -0.094
Cl 1.312 -5.787 7.364
Cl -6.958 2.681 -3.733
Cl -2.277 -5.146 -5.760
Cl 0.013 -2.881 8.112
Cl 1.679 -9.595 -6.352
Cl -1.868 -1.937 -4.727
Cl -2.902 -5.160 8.043
Cl 2.177 -2.530 -2.363
Cl -6.458 10.109 -3.204
Cl 0.726 -8.351 -0.043
Cl -5.544 -3.993 8.318
Cl -4.776 2.124 -5.562
Cl -0.650 -6.863 -4.078
Cl -1.919 -7.195 0.245
Cl 3.338 0.090 -1.946
N -0.441 4.592 0.046
C -0.184 -6.936 0.526
C 0.617 2.416 1.181
C 3.052 2.118 -0.159
C 1.388 -9.876 -8.082
C 3.178 -1.257 -3.096
C 2.491 4.394 1.126
C 0.179 1.172 5.661
C -3.810 -3.740 8.608
C 6.459 -1.767 0.330
C -0.615 -5.664 -5.388
C -2.827 4.323 0.359
C -6.575 8.739 -4.329
C -2.060 2.896 0.616
C 4.083 6.559 1.255
C 2.507 -5.207 6.183
C 4.379 2.791 -0.574
C 3.827 5.075 0.727
C -6.105 -2.560 -5.849
C -1.934 -1.168 -3.128
C -6.129 3.221 -5.209
C -1.219 9.268 2.038
C 0.999 -2.639 9.568
C 5.510 -6.916 -0.461
C 2.057 2.960 0.708
C -0.487 3.078 0.207
C -1.716 5.348 -0.229
C 4.789 4.254 -0.171
H -2.431 2.282 -0.286
H -2.273 2.450 1.648
H 5.099 2.185 -1.223
H 0.579 1.262 1.145
H 0.370 4.883 -0.533
H -1.533 6.325 0.347
H -0.196 4.870 1.024
H 3.211 7.201 0.849
H -1.718 5.547 -1.358
H 2.761 1.033 -0.453
H 5.076 7.014 0.914
H 1.757 4.986 1.772
H -0.157 2.707 -0.820
H -3.614 4.338 -0.476
H -3.199 4.780 1.343
H 4.019 6.577 2.408
H 0.442 2.700 2.282
H 5.782 4.711 -0.515

Here are the Löwdin charges for atoms 1 to 8, given in e: atom 1 (Cl): 0.52, atom 2 (Cl): 0.53, atom 3 (Cl): 0.52, atom 4 (Cl): 0.54, atom 5 (Cl): 0.54, atom 6 (Cl): 0.50, atom 7 (Cl): 0.53, atom 8 (Cl): 0.48